(1)
The following is a DFT calculation (wB97M-V/def2-TZVPD) of a structure of composition C7H13CdNO2P.

Geometry as ORCA input:
```
! wB97M-V def2-TZVPD RIJCOSX def2/J DEFGRID3
* xyz -1 1
C 0.34 -0.26 -2.55
C -0.84 -1.08 -2.77
C -0.74 -2.22 -1.90
C 0.49 -2.12 -1.18
C 1.12 -0.86 -1.50
Cd 1.61 1.14 0.95
P -0.50 2.73 0.43
H 0.56 0.72 -3.01
H -1.71 -0.80 -3.40
H -1.55 -2.93 -1.66
H 2.11 -0.47 -1.14
H 0.81 -2.78 -0.36
H -1.62 2.82 1.37
H -1.04 3.12 -0.88
H 0.31 3.87 0.79
N 0.41 -0.29 5.07
C -0.34 -1.40 4.36
C -0.01 -1.13 2.87
O -0.24 -1.96 1.99
O 0.52 0.06 2.69
H 1.41 -0.54 5.09
H 0.10 -0.11 6.02
H 0.34 0.55 4.45
H 0.02 -2.38 4.72
H -1.42 -1.30 4.58
*
```

## Properties
Kohn-Sham gap   3.379 eV
Lowest unoccupied orbital energy   1.6 eV
HOMO   -1.804 eV
Total energy   -26903.9329 eV

Calculated atomic charges, method Mulliken, unit e: C -0.6246; C -0.3826; C -0.5174; C -0.5764; C -0.6706; Cd -0.1011; P -0.3130; H 0.3771; H 0.3362; H 0.3444; H 0.4671; H 0.3398; H 0.0536; H 0.0868; H 0.0974; N -0.4191; C -0.5780; C 0.4418; O -0.5804; O -0.4326; H 0.3968; H 0.3591; H 0.3410; H 0.3143; H 0.2404

(2)
The following is a DFT calculation (wB97M-V/def2-TZVPD) of a structure of composition C18H41B2I2N4O9S.

Geometry as ORCA input:
```
! wB97M-V def2-TZVPD RIJCOSX def2/J DEFGRID3
* xyz 1 1
C 1.55 -3.07 2.96
C 0.26 -2.53 2.36
O 0.19 -1.09 2.41
C 1.01 -0.44 1.50
N 0.18 0.01 0.35
B 0.96 0.35 -0.89
N 0.98 1.62 -1.59
O 1.69 -0.70 -1.34
C -0.89 0.79 0.72
N -0.94 1.78 1.69
S 0.50 2.78 1.69
C -1.41 1.35 3.03
C -2.09 2.49 3.74
O -3.20 2.39 4.18
N -2.00 0.52 0.07
B -2.02 -0.64 -0.92
O -2.17 -1.92 -0.50
O -1.89 -0.27 -2.21
C -1.40 -1.25 -3.15
C -3.25 1.21 0.24
I -4.61 0.06 1.33
C -3.49 2.40 -0.32
C -2.48 3.16 -1.13
I -5.33 3.35 -0.12
H 1.79 -4.01 2.45
H 2.38 -2.38 2.82
H 1.43 -3.31 4.01
H -0.58 -2.87 2.95
H 0.09 -2.87 1.34
H 1.52 0.40 1.98
H 1.77 -1.10 1.08
H 0.12 2.14 -1.62
H 1.72 2.24 -1.30
H 2.25 -0.42 -2.08
H 0.51 3.04 2.99
H -2.16 0.57 2.92
H -0.59 0.95 3.63
H -1.55 3.45 3.84
H -2.77 -2.00 0.25
H -1.13 -0.72 -4.05
H -0.52 -1.75 -2.76
H -2.19 -1.97 -3.38
H -2.67 4.23 -1.06
H -2.56 2.86 -2.17
H -1.48 2.96 -0.75
C -5.96 2.93 -6.26
O -4.74 3.31 -6.87
C -4.02 4.30 -6.16
C -2.86 3.70 -5.41
O -3.30 2.85 -4.36
C -3.20 1.47 -4.69
H -6.34 2.07 -6.80
H -5.81 2.66 -5.21
H -6.70 3.74 -6.32
H -4.68 4.84 -5.47
H -3.64 5.02 -6.89
H -2.28 4.51 -4.95
H -2.21 3.16 -6.09
H -2.15 1.16 -4.72
H -3.67 1.26 -5.65
H -3.71 0.91 -3.90
C 5.79 -2.79 2.33
O 4.98 -3.45 3.29
C 5.39 -4.78 3.56
C 6.16 -4.88 4.86
O 7.40 -4.20 4.79
C 7.40 -2.94 5.45
H 5.50 -1.74 2.32
H 6.85 -2.86 2.59
H 5.63 -3.21 1.34
H 6.01 -5.16 2.74
H 4.49 -5.40 3.63
H 6.37 -5.93 5.06
H 5.55 -4.49 5.69
H 7.35 -3.07 6.53
H 6.56 -2.32 5.12
H 8.33 -2.45 5.20
*
```

## Properties
Kohn-Sham gap   7.460 eV
Lowest unoccupied orbital energy   -3.5 eV
HOMO   -10.945 eV
Total energy   -72103.3140 eV

Calculated atomic charges, method Mulliken, unit e: C -1.0500; C -0.3172; O -0.2129; C -1.0989; N 0.7397; B 0.5233; N -0.4710; O -0.6519; C -1.7588; N 0.8026; S -0.1727; C -0.4151; C 0.0584; O -0.4206; N 1.1574; B 0.6276; O -0.5817; O -0.0122; C -0.9427; C -0.5625; I 0.2089; C -0.0036; C -0.1852; I 0.1613; H 0.3255; H 0.3055; H 0.3811; H 0.3686; H 0.2400; H 0.1958; H 0.6927; H 0.1622; H 0.2777; H 0.3184; H 0.1705; H 0.1684; H 0.5048; H 0.2646; H 0.1891; H 0.2733; H 0.3669; H 0.3563; H 0.6803; H -0.2286; H -0.3697; C -0.6423; O -0.3804; C -0.6273; C -0.5541; O -0.1887; C -0.9253; H 0.2468; H 0.2229; H 0.3401; H 0.3438; H 0.3789; H 0.3627; H 0.3611; H 0.2862; H 0.4987; H 0.2028; C -0.8700; O -0.2313; C -0.4980; C -0.5909; O -0.3721; C -0.6678; H 0.2403; H 0.3976; H 0.3301; H 0.3616; H 0.3668; H 0.3870; H 0.3271; H 0.3279; H 0.2572; H 0.2428

(3)
The following is a DFT calculation (wB97M-V/def2-TZVPD) of the ion C7H14NO with charge +1.

Geometry as ORCA input:
```
! wB97M-V def2-TZVPD RIJCOSX def2/J DEFGRID3
* xyz 1 3
C -1.23 1.19 -0.43
C -2.49 1.04 -0.11
C -2.26 -1.19 -0.36
C 1.75 1.10 -0.46
C 0.61 0.12 1.61
C 1.60 -1.41 -0.29
C 0.81 -0.14 0.09
N -0.49 -0.03 -0.59
O -2.90 -0.24 0.24
H -0.81 2.13 -0.35
H -3.09 1.88 0.13
H -2.12 -1.27 -1.41
H -2.23 -2.20 0.27
H 1.70 0.90 -1.54
H 1.52 2.06 -0.05
H 2.81 0.99 -0.11
H -0.13 -0.67 1.93
H 0.13 1.09 1.87
H 1.67 -0.04 2.13
H 1.31 -2.26 0.40
H 1.40 -1.72 -1.23
H 2.75 -1.15 -0.16
H -0.29 -0.18 -1.58
*
```

## Properties
Kohn-Sham gap (alpha / beta)   6.357 / 5.201 eV
⟨S²⟩   2.01
Lowest unoccupied orbital energy (alpha / beta)   -4.3 / -8.8 eV
Relative energy (zero: lowest compared OMol25 entry of this formula, charge and spin)   2.156 eV
HOMO (alpha / beta)   -10.627 / -14.038 eV
Total energy   -11009.0682 eV

Calculated atomic charges, method Mulliken, unit e: C -0.0144; C -0.1957; C -0.4047; C -1.4674; C -1.3654; C -1.4088; C 0.6868; N -0.1376; O -0.1756; H 0.4495; H 0.4424; H 0.3506; H 0.3199; H 0.4423; H 0.3844; H 0.4365; H 0.3906; H 0.3610; H 0.3525; H 0.3324; H 0.5094; H 0.3078; H 0.4036

(4)
The following is a DFT calculation (wB97M-V/def2-TZVPD) of a structure of composition C8H19NO.

Geometry as ORCA input:
```
! wB97M-V def2-TZVPD RIJCOSX def2/J DEFGRID3
* xyz 0 1
C 0.49 0.70 0.25
C 1.76 0.47 -0.64
C -2.20 -0.42 0.54
C 0.86 0.76 1.74
C 2.51 -0.80 -0.25
C 1.41 0.43 -2.13
C -2.61 -0.67 -0.82
C -2.26 -1.51 1.56
N -0.20 1.97 -0.06
O -0.38 -0.37 0.01
H 2.42 1.34 -0.47
H -2.28 0.60 0.90
H 0.41 2.76 0.11
H -0.47 1.99 -1.04
H -0.02 1.05 2.31
H 1.20 -0.21 2.09
H 1.65 1.50 1.91
H 2.94 -0.74 0.75
H 1.83 -1.65 -0.29
H 2.31 0.28 -2.73
H 0.93 1.35 -2.48
H 0.73 -0.40 -2.33
H 3.34 -0.98 -0.94
H -2.95 -1.67 -1.04
H -3.16 0.13 -1.31
H -1.39 -0.56 -1.07
H -1.94 -2.46 1.14
H -3.30 -1.62 1.89
H -1.64 -1.27 2.43
*
```

## Properties
Kohn-Sham gap   9.939 eV
Lowest unoccupied orbital energy   1.0 eV
Relative energy (zero: lowest compared OMol25 entry of this formula, charge and spin)   2.966 eV
HOMO   -8.903 eV
Total energy   -12139.6452 eV

Calculated atomic charges, method Mulliken, unit e: C 1.1040; C 0.4435; C 0.5106; C -2.0014; C -1.4410; C -1.4452; C -0.9510; C -1.3215; N -0.7153; O -0.5996; H 0.2997; H 0.3818; H 0.2832; H 0.2458; H 0.4596; H 0.3922; H 0.4108; H 0.3511; H 0.2501; H 0.4568; H 0.3511; H 0.2490; H 0.4265; H 0.3332; H 0.2759; H 0.2294; H 0.3233; H 0.3794; H 0.3179

(5)
The following is a DFT calculation (wB97M-V/def2-TZVPD) of a structure of composition C23H14Cl7N4OS2Sn.

Geometry as ORCA input:
```
! wB97M-V def2-TZVPD RIJCOSX def2/J DEFGRID3
* xyz 1 1
Sn 0.20 0.23 -0.53
Cl -3.20 0.12 6.15
C -2.44 -0.18 4.65
C -1.96 0.86 3.86
Cl -2.13 2.49 4.39
C -1.37 0.59 2.63
Cl -0.78 1.87 1.66
C -1.23 -0.71 2.15
O -0.73 -1.01 0.99
C -1.68 -1.75 2.98
Cl -1.50 -3.35 2.41
C -2.29 -1.50 4.20
Cl -2.87 -2.80 5.15
Cl 2.20 0.04 1.76
C 3.74 0.06 0.99
C 4.88 0.02 1.78
C 6.13 0.03 1.19
C 6.26 0.08 -0.19
C 5.12 0.13 -0.97
Cl 5.18 0.19 -2.69
C 3.84 0.12 -0.39
S 2.52 0.19 -1.55
H 4.78 -0.02 2.86
H 7.02 0.00 1.80
H 7.22 0.08 -0.67
N -3.57 5.11 -4.98
C -3.03 4.37 -4.29
C -2.36 3.45 -3.44
C -1.08 3.74 -2.99
C -0.42 2.84 -2.17
C -1.06 1.67 -1.83
C -2.33 1.35 -2.25
C -2.99 2.26 -3.08
H -0.59 4.66 -3.28
H 0.59 3.06 -1.83
H -2.80 0.43 -1.98
H -3.98 2.03 -3.43
C -3.88 -3.44 -3.76
C -2.66 -2.61 -4.18
C -1.65 -2.59 -3.11
N -1.16 -1.54 -2.57
N -0.33 -1.77 -1.55
C -0.18 -3.05 -1.26
N 0.60 -3.51 -0.28
S -1.08 -4.07 -2.33
H -4.68 -3.33 -4.48
H -4.24 -3.12 -2.78
H -3.62 -4.49 -3.69
H -2.95 -1.58 -4.39
H -2.23 -3.04 -5.09
H 0.82 -2.86 0.46
H 0.51 -4.47 -0.02
*
```

## Properties
Kohn-Sham gap   6.525 eV
Lowest unoccupied orbital energy   -4.7 eV
Relative energy (zero: lowest compared OMol25 entry of this formula, charge and spin)   1.610 eV
HOMO   -11.261 eV
Total energy   -147238.8180 eV

Calculated atomic charges, method Mulliken, unit e: Sn 0.9873; Cl -0.1676; C 0.4059; C -0.1829; Cl -0.1719; C 0.9771; Cl -0.1557; C -0.5945; O -0.3459; C 0.3114; Cl -0.1907; C -0.0597; Cl -0.1549; Cl -0.1173; C 0.7129; C -0.6947; C -0.4364; C -0.6352; C 0.0623; Cl -0.2143; C 0.1634; S -0.1507; H 0.4393; H 0.3914; H 0.4429; N -0.4344; C -0.1340; C 0.5086; C -0.7337; C -0.4692; C 0.3305; C -0.2777; C -0.7989; H 0.4583; H 0.4388; H 0.5885; H 0.4647; C -1.2131; C -0.2192; C 0.2071; N -0.4808; N 0.4184; C 0.1931; N -0.2984; S -0.1665; H 0.3644; H 0.3495; H 0.3669; H 0.2371; H 0.2733; H 0.1408; H 0.2645

(6)
The following is a DFT calculation (wB97M-V/def2-TZVPD) of a structure of composition C12H25MnO4.

Geometry as ORCA input:
```
! wB97M-V def2-TZVPD RIJCOSX def2/J DEFGRID3
* xyz 3 4
Mn 0.21 -0.13 -0.17
C -2.28 1.43 0.12
C -2.68 -0.02 -0.18
O -1.61 -0.92 0.18
C -1.68 -1.58 1.45
C -0.93 -0.77 2.52
O 0.25 -0.32 1.86
C 1.10 0.58 2.59
C 2.20 1.00 1.60
O 1.64 1.19 0.28
C 1.26 2.52 -0.11
C -0.23 2.73 0.19
O -0.87 1.51 -0.18
H -2.45 1.70 1.17
H -2.84 2.12 -0.52
H -2.84 -0.16 -1.26
H -3.61 -0.29 0.33
H -1.19 -2.56 1.30
H -2.72 -1.76 1.74
H -0.68 -1.42 3.37
H -1.52 0.08 2.89
H 1.55 0.07 3.45
H 0.52 1.44 2.96
H 2.95 0.21 1.50
H 2.70 1.91 1.94
H 1.46 2.59 -1.18
H 1.87 3.27 0.40
H -0.62 3.56 -0.42
H -0.42 2.96 1.25
C 1.67 -1.70 -1.01
C 0.49 -1.77 -1.98
C 0.95 -2.24 -3.40
C -0.06 -0.40 -2.22
H 2.11 -2.69 -0.89
H 1.34 -1.40 0.03
H 2.47 -1.05 -1.39
H -0.27 -2.48 -1.64
H 1.68 -1.57 -3.84
H 0.10 -2.34 -4.08
H 1.40 -3.23 -3.28
H -1.04 -0.37 -2.69
H 0.63 0.31 -2.69
*
```

## Properties
Kohn-Sham gap (alpha / beta)   7.337 / 7.842 eV
⟨S²⟩   4.22
Lowest unoccupied orbital energy (alpha / beta)   -14.5 / -13.2 eV
Relative energy (zero: lowest compared OMol25 entry of this formula, charge and spin)   3.327 eV
HOMO (alpha / beta)   -21.840 / -21.012 eV
Total energy   -52326.3707 eV

Calculated atomic charges, method Mulliken, unit e: Mn 0.1354; C -0.4817; C -0.6129; O -0.1290; C -0.6959; C -0.4143; O -0.1104; C -0.4840; C -0.5814; O -0.1981; C -0.5799; C -0.4945; O -0.0968; H 0.3654; H 0.4748; H 0.2347; H 0.5303; H 0.3053; H 0.4702; H 0.4793; H 0.3253; H 0.4767; H 0.3183; H 0.2913; H 0.4884; H 0.3207; H 0.4859; H 0.4639; H 0.3502; C -0.4737; C -0.0757; C -1.5072; C -0.1160; H 0.5504; H 0.3520; H 0.3299; H 0.1463; H 0.4404; H 0.4295; H 0.4148; H 0.4705; H 0.4016

(7)
The following is a DFT calculation (wB97M-V/def2-TZVPD) of an isolated molecule of C16H24ClN5O.

Geometry as ORCA input:
```
! wB97M-V def2-TZVPD RIJCOSX def2/J DEFGRID3
* xyz 0 1
C 0.26 5.89 5.17
C 0.95 4.75 4.43
C 0.53 4.69 2.97
C 1.27 3.62 2.16
C 0.93 2.20 2.58
C 1.60 1.16 1.68
C 1.25 -0.26 2.11
C 1.94 -1.33 1.25
N 1.55 -1.27 -0.14
C 0.38 -1.74 -0.59
N -0.39 -2.42 0.27
C -1.51 -2.87 -0.26
Cl -2.54 -3.74 0.79
N -1.92 -2.73 -1.49
C -1.07 -2.05 -2.28
N -1.42 -1.83 -3.55
C -2.54 -2.51 -4.19
C -2.08 -3.68 -4.99
C -1.74 -3.80 -6.31
C -1.32 -5.14 -6.49
C -1.43 -5.73 -5.27
O -1.88 -4.86 -4.36
N 0.09 -1.53 -1.87
H 0.51 6.85 4.71
H 0.57 5.93 6.21
H -0.82 5.77 5.14
H 2.04 4.89 4.48
H 0.71 3.81 4.93
H 0.71 5.66 2.51
H -0.55 4.49 2.91
H 2.35 3.78 2.26
H 1.02 3.75 1.10
H -0.15 2.06 2.54
H 1.25 2.03 3.61
H 2.68 1.30 1.72
H 1.28 1.32 0.65
H 0.17 -0.41 2.04
H 1.55 -0.42 3.15
H 1.66 -2.32 1.62
H 3.02 -1.22 1.30
H 2.06 -0.68 -0.77
H -0.72 -1.41 -4.14
H -3.06 -1.80 -4.83
H -3.19 -2.85 -3.38
H -1.79 -3.03 -7.06
H -0.99 -5.60 -7.40
H -1.23 -6.73 -4.94
*
```

## Properties
Kohn-Sham gap   9.512 eV
Lowest unoccupied orbital energy   0.8 eV
Relative energy (zero: lowest compared OMol25 entry of this formula, charge and spin)   0.000 eV
HOMO   -8.663 eV
Total energy   -39003.1735 eV

Calculated atomic charges, method Mulliken, unit e: C -1.3527; C -0.1860; C -0.7191; C -0.6357; C -0.5574; C -0.6112; C -0.5414; C -1.0170; N -0.1420; C 0.6362; N -0.4842; C 0.2476; Cl -0.1732; N -0.4494; C 0.5656; N -0.1513; C -0.9558; C 0.6267; C -0.6371; C -0.3379; C -0.4317; O -0.2773; N -0.7202; H 0.3366; H 0.3760; H 0.3368; H 0.2787; H 0.2425; H 0.3627; H 0.3144; H 0.3100; H 0.3461; H 0.2903; H 0.2830; H 0.2876; H 0.3300; H 0.3222; H 0.4313; H 0.3883; H 0.4532; H 0.2917; H 0.2813; H 0.3841; H 0.3501; H 0.4510; H 0.4066; H 0.4500

(8)
The following is a DFT calculation (wB97M-V/def2-TZVPD) of an isolated molecule of C8H11N3O3.

Geometry as ORCA input:
```
! wB97M-V def2-TZVPD RIJCOSX def2/J DEFGRID3
* xyz 0 3
C 0.10 -1.39 -2.51
C -0.65 -0.25 -3.05
C 1.18 -2.32 -0.52
C 1.09 2.00 1.05
C -0.81 0.90 0.09
C 0.54 -2.56 0.77
C 1.29 2.95 2.25
C -2.12 0.39 0.59
N 0.40 -1.45 -1.26
N -0.82 0.77 -2.27
N -0.47 0.83 -1.09
O 2.27 -2.70 -0.85
O 1.67 2.03 0.00
O 0.00 1.29 1.20
H 0.09 -2.27 -3.08
H -0.99 -0.12 -4.14
H -0.27 -1.80 0.95
H 1.06 -2.71 1.69
H 0.02 -3.52 0.54
H 2.23 3.55 2.17
H 1.18 2.31 3.21
H 0.36 3.49 2.17
H -2.88 0.36 -0.15
H -2.46 0.93 1.35
H -2.03 -0.69 0.90
*
```

## Properties
Kohn-Sham gap (alpha / beta)   6.807 / 6.189 eV
⟨S²⟩   2.01
Lowest unoccupied orbital energy (alpha / beta)   0.5 / -2.6 eV
Relative energy (zero: lowest compared OMol25 entry of this formula, charge and spin)   0.000 eV
HOMO (alpha / beta)   -6.270 / -8.807 eV
Total energy   -19080.8696 eV

Calculated atomic charges, method Mulliken, unit e: C -0.0576; C -0.2909; C 0.4097; C 0.7542; C 0.7986; C -0.6560; C -0.9509; C -1.3219; N -0.1421; N -1.1802; N 0.6881; O -0.5681; O -0.5295; O -0.2579; H 0.4200; H 0.3400; H -0.0281; H 0.3597; H 0.2527; H 0.3038; H 0.2840; H 0.2844; H 0.4155; H 0.4512; H 0.2212